Here is 2 unconnected molecules or ions with the total composition C4H10N from the Open Molecules 2025 dataset. Energies are from wB97M-V/def2-TZVPD.

XYZ file:
```
15
Properties=species:S:1:pos:R:3:mulliken_charge:R:1
C -0.668 0.333 1.321 -0.63
C -0.148 -1.106 1.173 -0.60
C 0.161 0.028 0.142 -0.12
C -0.903 0.159 -1.946 -0.74
N 1.455 0.554 -0.079 -0.13
H -1.736 0.185 1.222 0.22
H -0.322 1.072 1.989 0.30
H 0.548 -1.700 1.751 0.29
H -0.930 -1.770 0.876 0.23
H -1.009 1.182 -1.931 0.39
H -1.627 -0.401 -1.329 0.24
H -0.165 -0.463 -2.379 0.36
H 1.347 1.296 -0.846 0.43
H 2.039 -0.130 -0.725 0.43
H 1.956 0.761 0.761 0.34
```

Output
ΔE to the lowest compared entry with this formula, charge and spin ... 124.3 kcal per mole
Net charge ... +1
Spin multiplicity ... 1
LUMO level ... -0.1534 hartree
Highest occupied orbital energy ... -13.35 eV
Calculated total energy ... -212.72222 hartree